1.
Density functional theory data (the ωB97M-V functional and the def2-TZVPD basis) for C43H43Br6F3Li2N7O6 as an isolated structure at a distorted geometry.

XYZ file:
```
110
C43H43Br6F3Li2N7O6 the ωB97M-V functional and the def2-TZVPD basis
Li 8.00172 0.65399 -1.49746
Li 4.10402 1.83511 1.50487
C 1.34707 -0.79280 -1.07683
O 0.83043 -0.20925 0.08607
O 2.74141 -0.34084 -1.06553
C 1.02644 -2.32012 -1.34083
F 1.89636 -2.76919 -2.26079
F 1.06118 -3.15416 -0.23929
F -0.10858 -2.51154 -1.98078
C -0.53128 -0.64822 0.49082
C -1.15636 0.29436 1.54179
H -2.13129 -0.14517 1.75258
H -0.69682 0.37351 2.52702
H -1.38111 1.27416 1.12040
H -0.47212 -1.60546 1.00880
H -1.21873 -0.84175 -0.33263
H 0.92594 -0.15375 -1.85296
C -3.73927 -0.22736 -6.27054
Br -4.71659 0.73530 -4.84477
Br -2.49086 0.97255 -7.18279
Br -5.02297 -0.94835 -7.53218
H -3.18871 -1.06611 -5.84453
C -3.06692 5.14335 10.81207
Br -2.74044 7.11247 10.78855
Br -2.53067 4.36212 9.08288
Br -4.86051 4.76663 11.26753
H -2.32038 4.81004 11.53297
C -0.79954 13.65851 2.92758
C -0.68237 12.70086 1.95369
C -0.64942 11.34258 2.39003
C -0.94815 10.92726 3.73813
C -1.17995 11.93926 4.72411
C -0.99239 13.28034 4.27032
N -1.28208 9.50110 3.91661
O -0.57873 8.65103 3.42222
O -2.27569 9.28546 4.56353
H -0.83609 14.67518 2.56501
H -0.68508 12.94604 0.90189
H -0.63342 10.54096 1.66646
H -1.40361 11.62772 5.73372
H -0.90419 13.98876 5.08073
C 0.06676 6.21096 -5.31738
C -0.13419 6.97353 -6.50332
C 0.94132 7.12558 -7.38079
C 2.22928 6.65893 -7.04614
C 2.39383 5.94192 -5.86685
C 1.32332 5.69091 -5.02148
N 3.49331 7.04156 -7.78056
O 3.47253 7.85946 -8.67236
O 4.57640 6.54179 -7.47661
H -0.85008 6.07686 -4.76257
H -1.06773 7.45848 -6.74777
H 0.75800 7.55073 -8.35652
H 3.40378 5.68177 -5.58628
H 1.39834 5.00898 -4.18737
N 4.01583 0.19213 5.63131
C 4.66841 -0.89150 6.05725
C 4.54661 -1.40640 7.38552
C 3.81497 -0.66222 8.27167
C 3.11604 0.46070 7.84948
C 3.20988 0.81947 6.49139
H 5.49496 -1.21297 5.44091
H 5.12911 -2.21600 7.79982
H 3.64469 -0.92081 9.30634
H 2.36582 0.83065 8.53264
H 2.64937 1.61340 6.02031
N -2.72396 -11.11017 -0.85572
C -2.98701 -12.43931 -0.73153
C -2.14318 -13.34742 0.00196
C -0.99926 -12.81341 0.57338
C -0.69808 -11.45540 0.45281
C -1.54459 -10.67980 -0.23213
H -3.97015 -12.60911 -1.14505
H -2.48199 -14.37159 0.05373
H -0.38630 -13.49108 1.14908
H 0.18663 -10.89305 0.71252
H -1.50168 -9.60725 -0.11303
N -10.36331 1.07020 1.58584
C -9.94585 0.83674 2.88239
C -8.83080 0.02003 3.14170
C -8.13398 -0.65463 2.13207
C -8.54461 -0.37155 0.84495
C -9.60172 0.50898 0.57448
H -10.38956 1.45260 3.65066
H -8.52425 -0.10281 4.16997
H -7.39768 -1.41441 2.34888
H -8.07092 -0.79740 -0.02720
H -9.83430 0.72991 -0.45677
N 9.11386 -3.06293 0.30286
C 8.22508 -4.00213 -0.01464
C 8.05690 -5.17092 0.78608
C 8.85390 -5.33469 1.91889
C 9.69373 -4.29660 2.25711
C 9.77972 -3.12287 1.46386
H 7.72333 -3.83331 -0.95599
H 7.27848 -5.85339 0.47833
H 8.76694 -6.19822 2.56167
H 10.22472 -4.43050 3.18798
H 10.21382 -2.15766 1.67909
N -2.17026 -8.36917 -9.06496
C -1.89416 -7.18084 -8.62341
C -0.72032 -6.89425 -7.89417
C 0.16826 -7.91976 -7.61444
C -0.10767 -9.15861 -8.13207
C -1.28625 -9.31355 -8.82129
H -2.59352 -6.37785 -8.80370
H -0.54965 -5.86318 -7.62187
H 0.98747 -7.73442 -6.93551
H 0.42561 -10.03314 -7.78973
H -1.67449 -10.24493 -9.20629
```

The LUMO energy is -5.80 eV. For the orbital gap, the calculation gives 0.116 Ha. The calculation puts the HOMO energy at -0.329 hartree. The total charge is +1.

=====

2.
Density functional theory data (the ωB97M-V functional and the def2-TZVPD basis) for an isolated ion of composition CH3N3O6P2 and charge -2 at a distorted geometry.

XYZ file:
```
15
CH3N3O6P2 the ωB97M-V functional and the def2-TZVPD basis
C -0.18261 0.77845 0.76693
N -0.52017 0.65114 2.00909
N 0.27391 2.09548 0.40403
N -0.15670 -0.12742 -0.18956
O 2.11568 0.63668 -1.53945
O 0.47034 -1.46231 -1.89223
O 0.51719 -2.65588 0.43049
O -1.05768 -0.55538 2.46572
O -0.43289 1.08060 -2.66238
O -1.74974 -2.32089 -0.53302
P 0.69137 0.23492 -1.61841
P -0.37243 -1.81397 -0.38789
H 0.46206 2.61865 1.20363
H 0.93863 2.21649 -0.41701
H -0.99697 -1.37656 1.96006
```

The LUMO energy is 6.64 eV. For the orbital gap, the calculation gives 0.289 Ha. The calculation puts the HOMO energy at -0.045 hartree. The total charge is -2.

=====

3.
Density functional theory data (the ωB97M-V functional and the def2-TZVPD basis) for C21H37MnN4O4 as an isolated structure.

XYZ file:
```
67
C21H37MnN4O4 the ωB97M-V functional and the def2-TZVPD basis
Mn -0.06676 -0.45025 -0.19892
C 6.70036 -0.93118 -0.19705
O 6.23960 -0.85510 1.16110
C 4.94732 -0.78401 1.40799
C 4.60017 -0.72169 2.78285
C 3.29756 -0.64546 3.13506
C 2.25111 -0.61788 2.15782
C 0.90649 -0.50385 2.52267
C 0.39877 -0.51800 3.92556
O -0.04709 -0.38276 1.66121
C 2.63018 -0.69188 0.78540
O 1.74126 -0.72861 -0.20588
C 3.96384 -0.77169 0.42091
H 7.78062 -0.98595 -0.13350
H 6.40634 -0.03744 -0.74685
H 6.31189 -1.82793 -0.67907
H 5.39377 -0.73671 3.51622
H 3.05273 -0.59603 4.18498
H 1.17254 -0.46071 4.68023
H -0.16092 -1.44518 4.07057
H -0.30420 0.30387 4.05645
H 4.20704 -0.83264 -0.62849
C 1.22130 -0.31056 -2.92014
N -0.08839 -0.66839 -2.31843
C -1.11715 0.19516 -2.95387
C -0.39523 -2.09597 -2.60617
C -1.43225 -2.62724 -1.64146
N -0.98001 -2.44271 -0.24936
C -2.10306 -2.62563 0.68876
C 0.08812 -3.40485 0.10241
H 1.16596 -0.42568 -4.00471
H 1.99779 -0.95252 -2.52185
H 1.46168 0.72470 -2.68538
H -1.08500 0.04804 -4.03523
H -0.90904 1.23874 -2.73162
H -2.10742 -0.05314 -2.58458
H 0.53106 -2.66310 -2.53721
H -0.75534 -2.18971 -3.63352
H -1.63471 -3.68235 -1.85317
H -2.37385 -2.08901 -1.76190
H -2.46450 -3.65736 0.66285
H -2.92106 -1.95925 0.42291
H -1.77471 -2.38974 1.69877
H -0.27028 -4.43170 -0.01203
H 0.37735 -3.25055 1.14136
H 0.96899 -3.26098 -0.51777
C -0.13230 2.94187 0.66381
N -1.53334 2.96820 0.26858
C -2.24156 4.23028 0.52216
C -3.41019 4.35655 -0.42702
C -4.29455 3.14228 -0.26887
N -3.50064 1.90989 -0.38285
C -4.26684 0.71250 -0.70234
C -2.18983 1.86367 -0.12033
O -1.56575 0.75542 -0.25090
H -0.03260 2.92336 1.75077
H 0.35807 3.83623 0.28344
H 0.37968 2.07842 0.25261
H -1.52858 5.04032 0.38086
H -2.57549 4.26005 1.56333
H -3.04416 4.42127 -1.45384
H -3.97442 5.26268 -0.21509
H -5.05724 3.10816 -1.04588
H -4.80652 3.14874 0.69700
H -5.04525 0.56454 0.04742
H -3.61891 -0.15477 -0.71355
H -4.74246 0.82514 -1.67723
```

The LUMO energy (alpha / beta) is -6.91 / -6.37 eV. Its spin multiplicity is 5. For the orbital gap (alpha / beta), the calculation gives 0.268 / 0.291 Ha. The calculation puts the HOMO energy (alpha / beta) at -0.522 / -0.525 hartree. The total charge is +2. Its expectation value of S² is 6.0519.

=====

4.
Density functional theory data (the ωB97M-V functional and the def2-TZVPD basis) for a 2-piece molecular cluster, C10H16O overall at a distorted geometry.

XYZ file:
```
27
C10H16O the ωB97M-V functional and the def2-TZVPD basis
C 1.19414 -1.05402 -3.54443
C 1.49350 -0.39697 -2.24844
C 0.81904 0.75726 -1.83108
C 1.09882 1.22448 -0.55424
C 2.16034 0.81308 0.20185
O 2.47998 1.22029 1.46235
C 2.97882 -0.21023 -0.32880
C 2.69305 -0.71536 -1.57376
H 1.90574 -1.86636 -3.71666
H 1.19289 -0.43943 -4.44235
H 0.18897 -1.49461 -3.56763
H -0.10358 0.96860 -2.35051
H 0.41994 1.92069 -0.05627
H 2.21124 2.11407 1.62620
H 3.82808 -0.59485 0.22144
H 3.24112 -1.53848 -2.01592
C -2.23296 -1.10862 2.74314
C -2.04055 0.30688 2.17163
C -3.25025 0.74917 1.33975
H -1.58510 -1.85037 2.28095
H -3.25166 -1.47965 2.69367
H -2.02842 -1.05030 3.81897
H -1.72820 0.98842 2.96202
H -1.11168 0.29307 1.58391
H -4.22196 0.39648 1.67579
H -3.23754 1.80356 1.07744
H -3.11381 0.24321 0.37098
```

The LUMO energy is 0.82 eV. For the orbital gap, the calculation gives 0.339 Ha. The calculation puts the HOMO energy at -0.309 hartree. Its SMILES is Cc1ccc(O)cc1.CCC.

=====

5.
Density functional theory data (the ωB97M-V functional and the def2-TZVPD basis) for C32H45CaCl3FGeN2O12SeSi as an isolated structure at a distorted geometry.

XYZ file:
```
99
C32H45CaCl3FGeN2O12SeSi the ωB97M-V functional and the def2-TZVPD basis
Ca -0.58894 0.07808 -0.52756
O -3.71052 -1.81102 -0.37661
C -3.92797 -2.11672 -1.81616
C -3.80269 -3.63577 -1.86002
C -3.87673 -4.40936 -3.11262
C -3.51590 -5.77494 -3.07423
C -3.30756 -6.39066 -1.81930
C -3.47422 -5.59971 -0.66311
N -3.55513 -4.26716 -0.71278
H -3.64736 -0.88219 -0.23780
H -3.33626 -1.58086 -2.52826
H -5.03183 -1.85032 -1.91989
H -4.23349 -3.89078 -4.06107
H -3.47189 -6.34636 -3.92201
H -2.99829 -7.41691 -1.74125
H -3.40539 -6.05931 0.33418
C -4.82293 6.13597 2.53356
C -3.55794 5.75923 3.33900
C -2.76037 7.03591 3.53658
C -1.55631 6.81176 4.42360
C -0.65625 5.80004 3.78096
C 0.66457 5.59299 4.15648
C 1.41645 4.58516 3.64919
F 2.77350 4.48475 3.97316
C 0.86478 3.61669 2.83980
C -0.52333 3.70704 2.52045
C -1.04583 2.58421 1.71559
O -0.24093 1.71953 1.21591
C -2.46697 2.53418 1.67733
C -3.22456 3.56367 2.33478
N -2.66487 4.68915 2.83790
C -1.30577 4.72792 2.95326
C -3.24617 1.33820 1.05251
O -4.50399 1.47609 1.21970
O -2.74966 0.45113 0.30844
H -5.14263 7.13978 2.76959
H -5.68200 5.40930 2.80331
H -4.55817 6.04877 1.43984
H -3.84691 5.44038 4.35400
H -3.40707 7.84478 3.86213
H -2.40848 7.27621 2.55291
H -1.84831 6.27112 5.37207
H -1.05179 7.70060 4.76297
H 1.21323 6.36669 4.66382
H 1.48177 2.80886 2.43500
H -4.35524 3.48424 2.30332
Cl -1.95349 4.62804 -3.92358
Ge -0.46605 3.79570 -2.68614
Cl 1.51820 3.54537 -3.27880
Cl -0.44337 4.93342 -0.95388
O -1.17808 1.31579 -5.04526
Se -1.58276 0.89478 -3.53454
O -0.83073 -0.44077 -2.77598
O -1.01012 2.09779 -2.24429
O -3.21284 0.70506 -3.35320
C 1.90452 -3.23550 -4.41506
C 2.66035 -2.33539 -3.36735
C 4.02895 -2.74040 -2.96721
C 2.72739 -0.92523 -3.88545
O 1.84298 -2.36382 -2.21992
Si 2.06419 -1.98678 -0.61781
O 0.67476 -1.57151 0.03480
O 2.78081 -3.34945 -0.01223
C 2.28618 -4.64791 0.41775
C 1.18050 -4.41466 1.48675
C 1.71212 -5.36828 -0.78634
C 3.55677 -5.34182 0.90767
O 3.05973 -0.61429 -0.48895
C 3.55727 0.10238 0.69464
C 5.04116 -0.20718 0.63733
C 3.17365 1.56913 0.52557
C 2.88578 -0.51954 1.88302
H 2.40295 -3.08759 -5.36217
H 0.83719 -3.01782 -4.51590
H 2.11734 -4.23518 -4.08537
H 4.60361 -2.86261 -3.89362
H 3.95486 -3.67213 -2.39128
H 4.54302 -1.99236 -2.31739
H 3.40426 -0.81073 -4.76553
H 3.12756 -0.23695 -3.10762
H 1.77364 -0.49701 -4.15348
H 0.43552 -3.80329 1.05356
H 1.63858 -3.92498 2.35106
H 0.84698 -5.40224 1.92326
H 0.66645 -5.08318 -0.86861
H 1.71467 -6.47590 -0.61465
H 2.21216 -5.12456 -1.69931
H 4.00650 -4.77079 1.72529
H 4.27106 -5.45117 0.08450
H 3.21696 -6.31628 1.27224
H 5.45228 0.44003 -0.14812
H 5.15830 -1.28123 0.41273
H 5.42743 0.12372 1.60137
H 3.00421 1.92993 1.53476
H 2.26441 1.70348 -0.08136
H 3.92865 2.14333 -0.01510
H 3.07931 -1.62905 1.88844
H 1.78231 -0.40805 1.89562
H 3.24828 -0.23275 2.89644
```

The LUMO energy (alpha / beta) is 3.71 / 3.70 eV. Its spin multiplicity is 2. For the orbital gap (alpha / beta), the calculation gives 0.111 / 0.234 Ha. The calculation puts the HOMO energy (alpha / beta) at 0.025 / -0.098 hartree. The total charge is -2. Its expectation value of S² is 0.7868.

=====

Here are the calculated relative energy (zero: lowest compared OMol25 entry of this formula, charge and spin) numbers, same order: 313.3; 49.2; 4.5; 34.1; 41.1 (kcal per mole).
Here are the calculated molar mass numbers, same order: 1304.16; 215.00; 464.49; 152.24; 994.81 (g mol⁻¹).